# C34H31N6TeTl

A molecular structure, C34H31N6TeTl at a distorted geometry (wB97M-V/def2-TZVPD, the OMol25 dataset).

As for the energy relative to the best compared isomer or geometry (same formula, charge and spin): 1.692 eV. Its charge is 0. The value obtained for the frontier orbital gap is 3.999 eV. For the HOMO energy, the calculation gives -0.1913 Eh.

CARTESIAN COORDINATES (ANGSTROEM)
C1 -2.357 -2.729 -1.210
C2 2.167 -0.828 1.613
H1 -0.194 -3.631 4.717
C3 5.215 1.419 -0.119
H2 -5.018 6.370 -4.793
H3 2.099 -1.137 8.171
C4 0.427 -2.805 -4.698
C5 -1.365 4.499 -0.309
C6 -4.837 5.677 -2.737
H4 -3.840 -4.340 -1.228
N1 -2.707 -4.259 0.482
N2 -1.419 -2.032 -0.509
H5 1.485 -4.012 -3.257
H6 -4.876 4.583 -0.872
H7 -0.255 -2.458 -3.881
C7 1.681 -3.229 -4.012
H8 4.483 0.595 -2.002
H9 -0.732 6.307 0.570
H10 -3.114 2.512 -4.167
H11 -0.735 -2.551 3.283
N3 1.022 -2.806 7.795
H12 -0.575 2.734 2.975
C8 -0.596 4.686 1.987
Te1 -2.907 1.853 -1.339
H13 3.855 1.080 2.763
H14 3.073 -0.704 3.568
C9 -3.669 3.403 -3.821
C10 4.006 0.844 1.730
H15 0.480 -2.084 -5.547
N4 3.350 -0.039 -0.393
C11 -2.976 -3.847 -0.747
C12 -0.891 5.253 0.731
H16 1.854 -0.090 5.875
C13 2.287 -2.097 -3.288
H17 -1.573 5.020 -1.273
H18 3.418 -4.469 -4.610
C14 -0.997 -2.555 0.682
C15 -1.700 -3.727 1.121
H19 -4.282 4.155 -5.731
H20 2.266 -4.311 -5.862
C16 2.692 -3.744 -5.027
C17 -1.320 2.591 1.092
H21 -5.209 6.630 -2.356
H22 -0.097 -3.649 -5.227
H23 3.265 -2.889 -5.429
C18 -4.215 4.340 -4.666
N5 4.965 1.472 1.184
C19 0.143 -1.929 1.436
C20 -1.642 3.129 -0.120
H24 -1.494 -4.276 2.066
H25 -0.240 5.426 2.743
H26 -1.567 1.512 1.425
C21 1.554 -1.129 6.110
N6 1.153 -1.244 0.793
C22 0.451 -3.151 5.484
H27 2.498 -1.179 -3.784
H28 -0.006 -4.501 7.129
C23 1.214 -1.701 3.646
C24 -4.721 5.540 -4.113
C25 -3.828 3.520 -2.442
C26 3.204 -0.061 0.964
C27 1.639 -1.661 7.397
C28 0.465 -3.545 6.825
H29 -2.676 -2.223 -2.132
C29 2.251 -1.046 2.987
C30 -4.531 4.602 -1.904
C31 4.375 0.628 -0.943
H30 5.986 2.036 -0.591
C32 -0.741 3.343 2.122
C33 1.136 -2.018 5.085
Tl1 0.635 -0.631 -1.708
H31 2.984 -2.307 -2.514
C34 0.125 -2.131 2.813

Force components x, y, z for each atom (eV/Å):
C 0.8 2.4 -0.5
C -1.5 -0.4 -1.3
H 1.0 -0.4 0.9
C -1.2 -1.1 -1.2
H 0.2 -0.8 0.7
H 0.6 1.0 1.2
C -2.5 -0.7 -0.6
C -0.6 -0.2 -1.5
C -0.3 0.2 -0.3
H 0.8 0.4 -0.1
N 0.1 -1.1 -0.2
N 0.2 -1.7 1.0
H -0.3 0.1 -0.5
H 0.5 0.2 0.0
H 0.2 0.1 -1.0
C 1.1 -0.3 -0.3
H 0.0 -0.1 -0.7
H 0.0 0.2 0.0
H -0.5 0.7 -0.2
H -0.4 -0.2 0.0
N 1.1 -0.1 -1.2
H 0.5 0.2 1.1
C 0.6 2.2 -0.3
Te 0.0 1.7 -0.1
H -0.3 -0.3 0.6
H 0.7 0.2 0.1
C 0.4 -0.9 0.2
C -1.9 -2.3 -0.5
H 0.5 0.1 1.0
N 0.0 -0.8 1.1
C -1.4 -0.1 0.5
C 0.3 -0.1 0.6
H 0.2 -0.9 0.2
C -1.5 1.0 2.5
H 0.1 -0.7 0.8
H -0.2 0.6 0.2
C -1.2 -0.4 -1.8
C 1.0 0.5 1.4
H 0.3 0.2 0.0
H -0.3 0.2 -0.1
C 1.0 -0.8 -0.7
C 0.0 -2.0 1.5
H -0.1 -0.4 0.2
H 0.4 0.3 0.7
H -0.2 -0.4 0.0
C -0.5 1.1 0.1
N 2.8 2.6 -1.1
C 0.4 0.1 0.1
C -0.9 0.0 -0.5
H 0.3 0.9 -0.6
H -0.3 -1.2 -0.3
H 0.3 1.7 -1.1
C 1.0 -0.8 -0.7
N -0.5 -1.3 2.3
C -0.4 -0.6 -0.3
H 0.3 0.5 -0.9
H 0.2 0.8 -0.1
C -1.5 -0.2 -1.7
C 0.2 -0.2 -1.0
C 0.1 -0.7 0.5
C 1.6 2.3 -1.2
C -2.1 -0.8 -0.8
C -0.5 0.2 0.2
H 0.3 -0.5 0.2
C -1.3 -0.6 0.6
C 0.3 -0.4 0.2
C -0.1 0.8 2.3
H 0.0 -0.3 0.6
C -0.7 -1.0 -0.5
C -0.5 1.5 0.8
Tl 0.8 0.5 -1.0
H 0.8 -0.4 0.4
C 1.6 1.0 0.2

# C4H7O3Sr

A molecular structure, C4H7O3Sr at a distorted geometry (wB97M-V/def2-TZVPD, the OMol25 dataset).

Its charge is 0. The spin multiplicity is 2. The value obtained for the frontier orbital gap (spin up / spin down) is 5.404 / 9.223 eV. For the HOMO energy (spin up / spin down), the calculation gives -0.2031 / -0.3497 Eh.

CARTESIAN COORDINATES (ANGSTROEM)
H1 -3.508 0.693 -0.869
H2 -4.484 -0.492 0.025
O1 0.032 -0.631 -0.166
C1 -1.191 -1.388 -0.253
H3 -2.107 0.332 1.000
Sr1 2.307 -0.138 1.132
C2 0.044 0.696 -0.593
C3 -2.363 -0.592 0.464
H4 -2.672 -1.261 1.281
H5 -0.951 -2.325 0.265
H6 -3.498 -1.020 -1.350
O2 0.552 1.374 0.355
H7 -1.414 -1.489 -1.324
C4 -3.525 -0.338 -0.487
O3 -0.358 0.974 -1.701

Force components x, y, z for each atom (eV/Å):
H 0.0 -0.4 0.0
H 0.2 0.1 -0.2
O 0.6 -1.8 0.6
C 0.0 1.9 0.3
H 0.6 -0.2 -0.5
Sr -0.8 0.3 -0.2
C -0.5 0.6 -0.1
C 0.2 -1.5 0.1
H -0.2 0.1 -0.2
H -0.3 0.2 -0.4
H -0.1 0.2 0.3
O 1.0 0.6 -0.2
H -0.1 -0.4 0.4
C -0.5 0.2 -0.1
O -0.1 0.0 0.4

# C7H9N4O2

A molecular structure, C7H9N4O2 at a distorted geometry (wB97M-V/def2-TZVPD, the OMol25 dataset).

As for the energy relative to the best compared isomer or geometry (same formula, charge and spin): 1.608 eV. Its charge is -1. The value obtained for the frontier orbital gap is 7.468 eV. For the HOMO energy, the calculation gives -0.1406 Eh.

CARTESIAN COORDINATES (ANGSTROEM)
O1 1.690 2.532 -1.295
H1 1.678 -1.631 0.453
H2 -1.356 2.655 0.438
C1 -0.570 -0.226 0.546
H3 1.134 0.586 -1.677
N1 -1.718 0.439 0.196
O2 1.071 3.248 0.766
C2 -2.003 1.753 0.126
H4 -0.706 -1.243 0.425
H5 0.775 -1.900 -1.038
N2 1.302 1.007 0.344
H6 -4.498 0.527 -1.219
H7 -0.196 1.551 1.619
C3 1.372 2.447 -0.095
C4 0.392 0.574 1.355
C5 -3.671 0.651 -0.608
H8 2.510 -1.255 -1.255
C6 0.982 0.145 -0.698
N3 -2.808 -0.277 -0.318
H9 0.724 -0.090 2.188
N4 -3.199 1.935 -0.402
C7 1.562 -1.233 -0.638

Force components x, y, z for each atom (eV/Å):
O 0.2 0.7 0.2
H 0.3 0.9 -1.8
H -0.7 -2.0 -0.6
C 2.2 1.6 -3.6
H -0.9 0.2 -0.1
N -2.9 0.1 -0.6
O -0.4 1.4 1.1
C 0.3 1.6 0.2
H -0.1 -2.0 0.7
H 0.8 0.0 -0.4
N 1.5 1.0 0.0
H -1.7 -0.7 -0.5
H 1.4 -1.8 0.9
C 0.2 -2.0 -0.8
C -1.6 1.7 1.1
C 2.5 2.2 0.1
H -0.8 -0.4 0.9
C -1.3 -1.9 1.6
N 1.2 -0.1 0.8
H 0.3 1.2 -0.1
N -0.7 -0.5 0.2
C 0.3 -1.2 0.8

# C4H10NO2

2 unconnected molecules or ions with the total composition C4H10NO2 at a distorted geometry (wB97M-V/def2-TZVPD, the OMol25 dataset).

As for the energy relative to the best compared isomer or geometry (same formula, charge and spin): 7.381 eV. Its charge is -1. The value obtained for the frontier orbital gap is 5.299 eV. For the HOMO energy, the calculation gives -0.1286 Eh.

CARTESIAN COORDINATES (ANGSTROEM)
H1 0.991 0.095 0.744
C1 -0.522 0.307 -0.663
C2 -1.820 -0.353 0.005
H2 -0.671 0.016 -1.731
H3 -0.755 -0.217 1.873
H4 -1.623 -1.462 0.009
H5 -2.180 0.837 1.780
H6 4.719 -0.487 0.266
N1 -2.956 -0.174 -0.734
O1 1.886 0.326 -1.061
H7 0.805 -1.316 -0.240
C3 0.869 -0.211 -0.302
C4 -1.431 0.314 1.196
H8 -0.545 1.421 -0.729
H9 -3.561 0.511 -0.250
O2 4.010 0.148 0.414
H10 2.782 0.246 -0.578

Force components x, y, z for each atom (eV/Å):
H 0.5 -0.1 0.1
C 2.2 1.7 -3.0
C -2.3 -1.6 0.7
H -0.4 0.0 0.7
H 0.5 0.4 -0.7
H 0.7 0.9 0.0
H 0.1 1.3 -0.6
H -0.2 0.0 -0.1
N 0.0 0.7 0.5
O -1.1 -0.1 -1.1
H 0.2 0.0 -0.5
C 0.0 0.3 2.2
C -0.9 -2.4 1.2
H 0.0 -0.7 0.4
H 0.2 -0.2 -0.3
O -0.4 0.1 -0.2
H 0.7 -0.3 0.8